(1)
ORCA calculation (ωB97M-V/def2-TZVPD) on C12H20Br2IN5O3PS2 as an isolated structure at a distorted geometry.

Geometry as XYZ:
```
46
Properties=species:S:1:pos:R:3:forces:R:3
O 0.850055 0.187506 3.070603 -0.81 -0.81 -0.10
C 0.046836 -0.686848 3.197564 1.06 0.86 0.11
Br 0.162756 -1.784667 4.817240 -0.41 0.21 -0.56
C -1.077383 -0.944146 2.177342 -0.12 0.08 0.75
N -0.577865 -0.946302 0.782180 -0.23 -1.08 0.04
I -2.178402 -0.535739 -0.504034 0.19 0.34 0.05
C -0.062250 -2.195191 0.335982 -0.87 0.07 -0.15
N -0.936775 -3.221756 -0.039118 0.87 0.62 0.91
P -1.255039 -4.460792 1.154908 -0.90 -1.47 -0.59
O -0.395399 -3.954701 2.439087 -0.19 0.43 -0.54
Br -3.409164 -4.077662 1.696023 0.57 0.30 0.05
N 1.219782 -2.351967 0.237123 0.96 0.61 -0.35
S 1.890721 -3.848048 -0.330708 -0.08 -0.69 0.14
C 2.202324 -1.277083 0.571606 0.59 0.77 -0.72
C 2.090291 -0.039165 -0.349051 0.06 0.29 0.23
C 2.494498 1.260887 0.399439 -0.33 -0.08 -0.19
C 1.525567 2.433170 0.218299 0.83 0.49 -0.18
C 1.374009 2.922832 -1.239868 -1.04 0.11 0.51
C 0.130394 2.330199 -1.938354 1.13 -0.01 -0.42
C -0.421874 3.229608 -3.053858 -0.35 -1.51 0.29
S -1.686617 4.417252 -2.502536 -0.45 0.46 -0.48
C -2.591022 3.603831 -1.225363 1.41 0.54 -0.66
N -2.200868 3.749318 -0.018326 0.01 -0.19 0.98
N -3.081155 3.006534 0.752439 1.00 0.58 1.29
C -3.916760 2.494504 -0.039270 -0.50 -0.22 0.06
O -3.682294 2.820555 -1.326386 -0.68 -0.49 -0.71
H -1.731589 -0.073425 2.268353 0.13 0.06 0.04
H -1.681937 -1.806410 2.464502 0.17 -0.09 -0.18
H -0.678048 -3.645176 -0.925952 0.06 -0.24 0.12
H -0.080347 -4.746349 2.897227 0.10 0.12 0.24
H 2.727729 -3.403509 -1.300876 -0.34 0.46 0.32
H 2.168846 -1.008468 1.623175 -0.46 -0.14 -0.03
H 3.195973 -1.684530 0.401847 -0.14 -0.37 0.18
H 2.769276 -0.153346 -1.197319 -0.15 -0.24 -0.04
H 1.087526 0.063253 -0.760603 -0.04 -0.05 0.15
H 3.466676 1.584889 0.022092 0.05 -0.06 0.18
H 2.592072 1.057514 1.468178 0.10 0.04 -0.07
H 1.970855 3.273617 0.760211 -0.08 -0.14 0.19
H 0.558813 2.255758 0.696813 -0.03 -0.12 -0.17
H 2.286618 2.752625 -1.816802 -0.05 -0.06 0.00
H 1.216200 4.005420 -1.206720 0.10 -0.03 0.02
H -0.609679 2.089859 -1.178351 -0.13 0.07 -0.14
H 0.429839 1.388847 -2.416864 -0.21 -0.03 0.06
H 0.398928 3.758494 -3.538597 -0.23 0.47 0.18
H -0.845023 2.579035 -3.822495 -0.18 0.22 -0.01
H -4.710575 1.869682 0.333102 -0.36 -0.08 -0.78
```
Positions in Å, forces in eV/Å.

maximum force = 1.82 eV Å⁻¹
ΔE to the lowest compared entry with this formula, charge and spin = 0.0 kJ/mol
lowest unoccupied orbital energy = -4.79 eV
frontier orbital gap = 6.673 eV
total charge = +1
E_HOMO = -11.47 eV

natural (NBO) population analysis, charges in e, atoms 1 to 5: -0.487 0.510 0.016 -0.370 -0.603

---

(2)
ORCA calculation (ωB97M-V/def2-TZVPD) on C12H20Br6O5 as an isolated structure at a distorted geometry.

Geometry as XYZ:
```
43
Properties=species:S:1:pos:R:3:forces:R:3
C -2.647929 0.567640 -0.320411 2.22 2.19 -2.73
C -1.384749 1.239710 -0.984211 -3.65 1.10 0.85
C -0.699849 2.116440 0.056699 0.37 0.45 -1.45
O 0.647581 1.655340 0.026769 -2.04 -2.23 -0.53
C 0.751861 0.539940 -0.857391 -1.96 0.19 0.12
O 1.708131 -0.187170 -1.084841 -3.33 0.64 3.34
O -0.473739 0.273790 -1.409601 3.62 2.53 1.92
H -3.374529 1.235220 0.142719 1.66 1.18 -1.72
H -2.240039 -0.107020 0.432289 -0.70 2.10 -1.03
H -3.191939 -0.009560 -1.068061 0.03 -0.19 0.16
H -1.669819 1.853130 -1.838941 0.08 -0.14 -0.21
H -1.171929 2.095240 1.038939 0.45 -0.27 0.02
H -0.622769 3.140400 -0.308921 -0.34 0.19 0.21
C 2.665391 1.141120 1.144529 0.76 -1.13 0.44
C 2.211011 0.177470 2.234669 2.33 -0.33 0.33
O 3.000571 -0.200630 3.095169 -0.76 0.32 -0.58
C 0.813451 -0.316790 2.250209 2.13 -0.62 -0.82
H 3.709791 0.933210 0.911909 0.05 0.04 0.29
H 2.576501 2.168690 1.497109 -0.12 0.05 -0.14
H 2.037611 0.945800 0.275149 3.22 0.61 2.20
H 0.278601 0.113050 1.403289 -0.29 -0.09 0.82
H 0.449561 -0.027760 3.236179 1.51 -1.16 -1.03
H 0.777641 -1.396540 2.105399 0.20 0.26 0.86
C -1.240559 -1.834620 -2.137651 0.91 -1.02 -0.08
C -0.901379 -1.867610 -0.632011 -0.31 -1.45 -0.17
O -1.728749 -1.518100 0.198499 1.85 -3.94 -1.92
C 0.457521 -2.444160 -0.201331 -0.24 0.82 -0.15
H -0.465049 -2.407950 -2.645551 -0.31 -0.65 -0.14
H -0.999639 -0.840140 -2.513241 -1.05 -1.12 -0.41
H -2.249169 -2.154200 -2.399711 0.13 -0.10 0.25
H 0.707641 -2.267730 0.844809 -0.82 -0.76 -0.27
H 1.234741 -1.824870 -0.649111 -0.17 -1.18 -0.56
H 0.525521 -3.497800 -0.472101 0.04 0.11 -0.10
C 2.680321 1.030880 -2.699131 2.02 1.71 -2.72
Br 1.493361 2.538900 -2.282981 1.18 0.42 -2.07
Br 4.484411 1.420460 -1.982171 -0.99 -0.34 -0.44
Br 2.748231 0.720100 -4.642921 0.07 0.27 0.45
H 2.271711 0.106340 -2.291251 1.03 0.92 -1.35
C -2.554619 -0.650270 2.408489 -1.15 0.39 1.97
Br -3.106479 -2.142240 3.597039 0.32 1.05 -0.47
Br -1.307679 0.648980 3.339129 -5.92 0.90 0.89
Br -4.193379 0.195520 1.565469 -2.00 -2.15 5.00
H -2.007179 -1.162230 1.617089 -0.05 0.44 0.94
```
Positions in Å, forces in eV/Å.

maximum force = 6.05 eV Å⁻¹
ΔE to the lowest compared entry with this formula, charge and spin = 955.1 kJ/mol
lowest unoccupied orbital energy = -0.64 eV
frontier orbital gap = 8.291 eV
total charge = 0
E_HOMO = -8.93 eV

natural (NBO) population analysis, charges in e, atoms 1 to 5: -0.647 0.049 -0.103 -0.545 1.070

---

(3)
ORCA calculation (ωB97M-V/def2-TZVPD) on C12H20Cl20F6NO4S2V as an isolated structure at a distorted geometry.

Geometry as XYZ:
```
66
Properties=species:S:1:pos:R:3:forces:R:3
V 4.252761 0.616269 0.861674 -1.62 1.13 -0.63
C 0.419791 1.963314 -0.190550 -0.15 -0.71 -0.56
F 0.691972 3.054741 0.453749 0.55 0.74 0.45
F -0.197593 1.118029 0.596899 0.02 -0.53 0.70
F -0.329198 2.193662 -1.223518 -0.24 0.15 -0.67
S 2.012090 1.180781 -0.894234 0.79 0.21 -0.29
O 1.789762 0.898922 -2.270186 0.05 0.02 1.20
O 3.133574 2.074936 -0.568109 1.16 -0.37 1.26
N 2.485620 -0.088409 0.159233 -1.01 1.59 -1.19
S 1.646943 -1.385319 -0.250613 -1.31 -4.58 -1.95
O 0.391184 -1.119289 -0.911195 0.87 1.04 0.90
O 2.483609 -2.358690 -0.913395 0.15 1.08 1.11
C 1.118731 -2.191793 1.341071 0.90 0.38 0.17
F 0.197874 -1.491805 1.977766 -0.23 0.15 -0.06
F 0.685767 -3.388871 1.055334 -0.28 0.02 -0.02
F 2.194355 -2.288692 2.144769 0.12 0.12 0.11
C 1.207091 3.850468 -3.886891 0.30 -0.02 -0.57
Cl 2.527721 3.254952 -4.920082 -0.18 0.09 0.09
Cl 1.849622 4.562918 -2.396220 -0.16 -0.23 0.14
H 0.680298 4.639877 -4.409785 0.02 -0.04 -0.05
H 0.559151 2.999303 -3.707371 0.00 0.10 0.37
C 3.511074 -2.562306 -4.238748 -0.06 0.58 -0.12
Cl 2.648900 -0.994840 -4.446953 0.25 -0.68 0.31
Cl 4.212810 -3.039676 -5.776260 0.12 -0.27 -0.03
H 4.304844 -2.422826 -3.514190 0.02 0.10 -0.05
H 2.832444 -3.327284 -3.882576 -0.21 0.09 -0.14
C -3.229504 3.621085 3.265891 -0.28 0.15 0.01
Cl -3.549290 5.301712 2.796699 0.20 -0.28 0.05
Cl -2.051470 2.804535 2.218477 0.13 0.06 -0.10
H -2.827845 3.591553 4.270144 -0.08 0.08 0.04
H -4.158665 3.071935 3.176418 0.01 -0.04 0.08
C -3.821144 0.505439 -0.732103 0.29 -0.69 -0.18
Cl -4.517778 0.494309 -2.356420 0.04 0.32 0.29
Cl -5.013224 0.837617 0.528928 0.13 0.17 0.00
H -3.406266 -0.482852 -0.541839 -0.25 -0.06 -0.02
H -2.989521 1.196623 -0.693229 -0.23 0.48 0.03
C -1.416683 -1.804341 -3.334444 0.01 0.32 -0.21
Cl -0.858566 -0.466251 -4.357801 -0.12 0.20 -0.13
Cl -3.101161 -2.250554 -3.681212 0.50 -0.18 0.08
H -0.746844 -2.629638 -3.542826 -0.24 -0.17 0.12
H -1.312800 -1.445477 -2.318040 -0.24 -0.29 0.00
C 1.565035 2.770462 3.787552 -0.71 0.34 0.39
Cl 2.269937 1.310944 2.999957 0.44 -0.40 -0.31
Cl 1.025373 2.404442 5.418498 0.31 -0.03 -0.17
H 2.284514 3.579025 3.780620 0.13 -0.12 0.01
H 0.661005 3.006584 3.234887 0.20 0.02 -0.29
C 2.637137 -5.683085 2.750171 0.44 -0.22 -0.38
Cl 3.147149 -5.181250 1.110087 -0.03 0.01 0.19
Cl 3.916763 -5.401107 3.938401 -0.18 0.07 -0.05
H 1.744857 -5.140669 3.034845 0.01 0.04 -0.02
H 2.471659 -6.750219 2.672288 -0.13 0.01 0.22
C -2.122667 -0.361229 4.555721 0.19 -0.41 -0.31
Cl -2.795187 0.862880 5.646545 0.23 -0.06 -0.32
Cl -3.251684 -1.716616 4.318799 0.31 0.23 0.08
H -1.883240 0.031283 3.570662 -0.45 0.43 0.09
H -1.179329 -0.727295 4.951765 -0.25 -0.14 0.41
C -2.940276 5.545012 -0.866820 -1.00 0.28 0.06
Cl -1.741854 4.675330 -1.798441 0.22 0.06 -0.16
Cl -4.341668 6.053594 -1.850049 0.24 -0.13 0.06
H -3.325652 4.879386 -0.102757 0.11 0.06 0.03
H -2.535267 6.455532 -0.442443 0.28 -0.14 0.00
C 0.080596 -5.863642 -1.077794 -0.29 -0.63 -0.43
Cl 0.695189 -4.715987 -2.253918 0.13 0.40 -0.18
Cl -1.319847 -5.270059 -0.182829 0.09 0.08 0.15
H -0.277750 -6.712647 -1.650326 0.13 -0.09 0.12
H 0.904802 -6.144766 -0.433683 -0.17 0.11 0.26
```
Positions in Å, forces in eV/Å.

maximum force = 5.15 eV Å⁻¹
lowest unoccupied orbital energy (alpha / beta) = -6.49 / -6.33 eV
2S+1 = 4
frontier orbital gap (alpha / beta) = 5.557 / 5.713 eV
total charge = +1
E_HOMO (alpha / beta) = -12.04 / -12.04 eV

natural (NBO) population analysis, charges in e, atoms 1 to 5: 1.634 0.818 -0.277 -0.293 -0.267

---

(4)
ORCA calculation (ωB97M-V/def2-TZVPD) on a 2-piece molecular cluster, C12H20F2IN5O7S2 overall at a distorted geometry.

Geometry as XYZ:
```
49
Properties=species:S:1:pos:R:3:forces:R:3
C -2.547968 0.086433 1.768837 -0.37 1.55 0.52
N -1.439016 -0.196099 0.754681 0.43 0.37 1.13
C -1.556227 0.927851 -0.234986 -1.23 0.19 -1.55
C -0.197545 -0.124983 1.559370 0.31 3.46 0.65
O 0.159645 0.974578 2.063221 -0.46 -4.61 -1.55
C 0.591588 -1.524580 1.774060 -0.68 0.97 -0.37
C 2.179761 -1.417221 1.548484 -1.95 -0.75 -0.56
I 3.323584 -0.052382 2.865552 -0.80 -0.61 -0.72
C 2.680423 -1.421242 -0.009946 2.78 0.54 1.25
C 3.168974 -0.037019 -0.662363 -0.99 0.46 -0.73
C 1.973258 0.942818 -1.131490 0.89 0.01 -2.21
O 1.721917 2.039778 -0.224923 -0.59 -1.00 -0.96
C 2.479273 1.621557 -2.532629 0.78 0.53 1.17
N 3.818551 2.255025 -2.185934 -0.45 0.47 -0.85
C 4.115910 -2.184910 0.232527 -1.28 -2.46 -1.04
C 3.680803 -3.352597 1.243855 -1.19 3.46 0.19
N 2.633929 -2.833559 1.907244 4.46 -1.93 -2.22
O 2.099023 -3.719121 2.791443 -0.59 0.36 4.08
C 2.317617 -3.331340 4.147296 -1.20 3.07 2.62
N 2.281935 -2.757923 5.220647 0.45 -3.52 -5.79
H -2.519769 1.241661 1.909347 -0.21 -1.85 0.12
H -2.328429 -0.356408 2.801260 -0.41 0.26 -1.59
H -3.590485 -0.153814 1.363720 1.70 -0.07 0.45
H -1.022524 0.673352 -1.234896 -0.67 0.48 1.84
H -2.690325 0.991295 -0.521332 2.06 -0.19 0.51
H -1.279605 1.962122 0.172372 -0.12 -1.50 -0.40
H 0.292861 -1.877048 2.839457 0.73 0.49 -1.81
H 0.193623 -2.251599 0.965085 0.56 1.10 1.48
H 2.057286 -2.102522 -0.712301 0.63 1.38 1.44
H 3.735696 -0.322534 -1.635885 -0.93 0.38 1.69
H 3.919808 0.555746 -0.032478 -1.21 -1.09 -0.67
H 1.059443 0.298667 -1.383038 0.97 0.97 0.67
H 0.927690 2.513051 -0.584083 0.92 -0.63 0.59
H 2.696201 0.844888 -3.343882 -0.69 1.10 1.06
H 1.786409 2.474022 -2.858527 0.40 -1.67 0.21
H 3.679112 3.060785 -1.550135 -0.13 -0.79 -0.44
H 4.216046 2.675473 -3.049270 -0.36 -0.49 0.80
H 4.964318 -1.490952 0.607641 -1.44 -1.43 -0.55
H 4.320477 -2.764021 -0.752986 0.39 1.35 1.58
H 4.090821 -4.401748 1.431719 -0.78 1.68 -0.15
N -7.096174 1.675961 -1.089178 0.40 -0.62 -0.07
S -6.401573 2.520923 -2.222124 0.92 3.01 -2.53
O -6.657910 2.128888 -3.589965 0.17 -0.43 1.34
O -5.083664 3.051244 -1.944565 -0.73 -1.03 0.33
F -7.281470 3.852538 -2.126169 -0.26 -0.54 0.62
S -6.479536 0.236043 -0.974675 -0.07 -3.08 0.86
O -7.280317 -0.676370 -0.185977 0.31 1.60 -0.28
O -5.052250 0.122893 -0.760641 -0.53 0.77 -0.14
F -6.661195 -0.377599 -2.433440 0.09 0.28 0.00
```
Positions in Å, forces in eV/Å.

maximum force = 6.80 eV Å⁻¹
lowest unoccupied orbital energy = -3.79 eV
frontier orbital gap = 4.636 eV
total charge = 0
E_HOMO = -8.42 eV

natural (NBO) population analysis, charges in e, atoms 1 to 5: -0.440 -0.538 -0.462 0.730 -0.531

---

(5)
ORCA calculation (ωB97M-V/def2-TZVPD) on C12H20MoN6OS as an isolated structure.

Geometry as XYZ:
```
41
Properties=species:S:1:pos:R:3:forces:R:3
Mo 0.561109 -0.384674 0.391515 -0.29 -0.04 0.14
N 4.479532 -1.780650 -1.187746 -0.04 -0.02 0.03
C 3.344629 -1.132668 -0.926850 -0.01 -0.03 0.04
S 2.355429 -1.761975 0.433346 0.07 0.03 -0.09
N 2.956868 -0.119387 -1.624334 -0.17 0.04 0.16
N 1.813757 0.462300 -1.094937 0.27 -0.13 -0.18
C 1.590057 1.671157 -1.494127 -0.08 0.05 0.05
C 0.619569 2.533298 -0.852094 0.13 -0.17 -0.11
C 0.139039 3.676667 -1.508641 -0.06 0.06 0.02
C -0.662445 4.577797 -0.842875 0.02 -0.05 0.03
C -0.959509 4.380426 0.510138 0.01 -0.01 -0.05
C -0.470409 3.282036 1.191960 -0.05 0.05 0.04
C 0.308114 2.353971 0.510866 0.10 -0.23 0.06
O 0.838942 1.285372 1.184503 -0.14 0.32 -0.07
H 4.765841 -2.577349 -0.646429 0.01 0.00 0.00
H 5.096394 -1.437815 -1.907629 -0.01 0.01 -0.01
H 2.237514 2.064607 -2.273107 -0.01 0.03 0.00
H 0.409486 3.844050 -2.543773 0.00 0.00 0.00
H -1.038473 5.451346 -1.356215 0.00 0.00 0.00
H -1.561482 5.107499 1.038533 0.00 0.00 -0.01
H -0.648600 3.154858 2.252290 0.01 0.01 0.00
N -1.041940 -0.201029 2.087404 0.07 -0.08 -0.02
C -2.047014 -1.282157 2.179715 0.05 0.05 0.02
C -1.310317 -2.578670 1.958146 0.06 -0.01 -0.04
N -0.463100 -2.494135 0.733914 0.01 0.06 -0.05
C -1.125559 -2.959310 -0.514119 0.00 0.02 0.01
C -1.743055 -1.791054 -1.244443 0.00 -0.05 -0.04
N -0.688221 -0.747862 -1.370382 0.07 0.11 0.02
H -0.525072 -0.123502 2.962236 0.01 -0.03 0.00
H -1.500364 0.702218 1.983582 0.01 0.01 -0.01
H -2.807568 -1.107590 1.420205 0.00 -0.02 0.00
H -2.548774 -1.285659 3.147304 -0.01 -0.01 0.00
H -1.993779 -3.426174 1.893561 0.00 0.00 0.01
H -0.636476 -2.761663 2.796677 -0.01 0.01 0.02
H 0.305925 -3.136957 0.890932 0.01 0.00 -0.01
H -1.869045 -3.729423 -0.304419 0.00 0.00 0.01
H -0.353142 -3.411291 -1.140020 -0.02 0.00 -0.02
H -2.581919 -1.356175 -0.704909 0.01 -0.02 0.02
H -2.100968 -2.096318 -2.227556 -0.02 0.02 0.00
H -1.096091 0.136598 -1.676056 0.01 0.02 0.01
H -0.048881 -1.000714 -2.126164 0.00 -0.03 0.00
```
Positions in Å, forces in eV/Å.

maximum force = 0.35 eV Å⁻¹
ΔE to the lowest compared entry with this formula, charge and spin = 0.0 kJ/mol
lowest unoccupied orbital energy (alpha / beta) = -7.83 / -7.81 eV
frontier orbital gap (alpha / beta) = 7.059 / 6.991 eV
total charge = +2
E_HOMO (alpha / beta) = -14.89 / -14.80 eV

natural (NBO) population analysis, charges in e, atoms 1 to 5: 1.169 -0.753 0.304 0.076 -0.366